Entry 1:
A structure of composition C46H50As2BaF3IN10O6 in a non-equilibrium geometry, computed with ωB97M-V with the def2-TZVPD basis set.

CARTESIAN COORDINATES (ANGSTROEM)
Ba (-0.12, -1.80, -0.43)
C (1.65, 2.31, 0.05)
C (1.41, 2.31, 1.55)
As (0.44, 0.73, 2.29)
C (1.31, 1.05, 4.04)
C (1.29, 2.29, 4.66)
C (2.06, 2.55, 5.79)
C (2.87, 1.56, 6.31)
C (2.87, 0.30, 5.73)
C (2.09, 0.05, 4.61)
C (-1.21, 1.62, 2.87)
C (-1.90, 2.54, 2.09)
C (-3.09, 3.10, 2.53)
C (-3.61, 2.75, 3.77)
C (-2.92, 1.85, 4.56)
C (-1.74, 1.28, 4.11)
As (3.13, 1.19, -0.66)
C (4.00, 0.52, 0.97)
C (5.12, 1.10, 1.55)
C (5.75, 0.49, 2.63)
C (5.29, -0.72, 3.12)
C (4.17, -1.30, 2.54)
C (3.52, -0.68, 1.49)
C (4.44, 2.66, -1.02)
C (4.44, 3.95, -0.52)
C (5.38, 4.88, -0.95)
C (6.35, 4.52, -1.87)
C (6.37, 3.23, -2.38)
C (5.42, 2.31, -1.96)
H (1.81, 3.33, -0.31)
H (0.75, 1.95, -0.45)
H (0.82, 3.20, 1.83)
H (2.37, 2.38, 2.09)
H (0.66, 3.08, 4.26)
H (2.03, 3.53, 6.25)
H (3.50, 1.77, 7.17)
H (3.49, -0.49, 6.15)
H (2.08, -0.93, 4.16)
H (-1.53, 2.80, 1.11)
H (-3.62, 3.80, 1.90)
H (-4.54, 3.17, 4.11)
H (-3.31, 1.58, 5.54)
H (-1.21, 0.57, 4.74)
H (5.52, 2.03, 1.16)
H (6.62, 0.96, 3.07)
H (5.80, -1.20, 3.94)
H (3.81, -2.26, 2.89)
H (2.67, -1.16, 1.03)
H (3.71, 4.25, 0.22)
H (5.36, 5.89, -0.56)
H (7.09, 5.25, -2.20)
H (7.11, 2.95, -3.11)
H (5.41, 1.30, -2.34)
O (-3.85, 2.63, -2.81)
C (-3.09, 1.75, -2.41)
C (-3.11, 0.32, -2.80)
O (-3.72, -0.16, -3.78)
C (-2.24, -0.40, -1.88)
C (-1.59, 0.56, -1.04)
O (-0.78, 0.26, -0.11)
C (-1.99, 1.90, -1.43)
O (-1.49, 2.96, -1.03)
O (-2.10, -1.65, -1.82)
N (-2.11, -4.83, -1.88)
C (-0.86, -4.86, -1.40)
O (-0.19, -3.86, -1.26)
C (-0.26, -6.19, -0.99)
I (-0.86, -7.87, -2.15)
H (-2.47, -3.91, -2.07)
H (-2.72, -5.63, -1.90)
H (-0.53, -6.41, 0.04)
H (0.82, -6.10, -1.05)
N (3.36, -1.78, -1.65)
C (2.26, -1.98, -1.33)
F (1.23, -4.77, 1.32)
C (0.22, -3.84, 1.61)
F (0.43, -3.62, 2.97)
F (-0.90, -4.71, 1.66)
C (-0.97, 2.27, -6.37)
C (-0.37, 1.30, -7.39)
C (1.16, 1.40, -7.41)
C (-0.82, -0.15, -7.13)
N (-0.23, -0.72, -5.96)
C (-0.72, -0.79, -4.70)
N (0.14, -1.44, -3.96)
N (1.14, -1.78, -4.77)
N (0.95, -1.36, -5.95)
H (-0.64, 3.28, -6.58)
H (-0.66, 2.01, -5.36)
H (-2.06, 2.24, -6.41)
H (-0.75, 1.56, -8.39)
H (1.56, 1.24, -6.41)
H (1.47, 2.38, -7.75)
H (1.59, 0.65, -8.06)
H (-0.52, -0.78, -7.98)
H (-1.90, -0.18, -7.01)
H (-1.66, -0.39, -4.41)
C (-3.66, -0.54, 1.04)
N (-2.81, -1.70, 1.22)
C (-2.72, -1.99, 2.64)
N (-4.04, -2.25, 3.23)
C (-4.87, -1.07, 3.00)
N (-5.00, -0.75, 1.58)
C (-5.57, -1.91, 0.91)
N (-4.77, -3.12, 1.09)
C (-3.43, -2.83, 0.56)
C (-4.63, -3.37, 2.52)
H (-3.77, -0.32, -0.03)
H (-3.21, 0.33, 1.52)
H (-2.27, -1.13, 3.16)
H (-2.10, -2.86, 2.79)
H (-4.43, -0.22, 3.52)
H (-5.88, -1.27, 3.40)
H (-5.64, -1.70, -0.16)
H (-6.57, -2.10, 1.31)
H (-3.52, -2.61, -0.50)
H (-2.80, -3.71, 0.69)
H (-3.99, -4.25, 2.66)
H (-5.62, -3.57, 2.93)

Calculated values
**Total charge**: -2
**Energy relative to the best compared isomer or geometry (same formula, charge and spin)**: 50.11 kcal per mole

***

Entry 2:
A cluster of 8 separate species, H16O8 in total, computed with ωB97M-V with the def2-TZVPD basis set.

CARTESIAN COORDINATES (ANGSTROEM)
O (-8.51, 11.15, -0.37)
H (-9.40, 11.55, -0.40)
H (-8.66, 10.24, -0.10)
O (-7.11, 10.29, -5.99)
H (-7.52, 11.01, -5.48)
H (-7.59, 10.27, -6.82)
O (-9.92, 10.09, -7.32)
H (-10.88, 10.08, -7.30)
H (-9.70, 11.01, -7.47)
O (-9.52, 11.37, -4.01)
H (-9.85, 10.70, -4.62)
H (-9.79, 11.06, -3.14)
O (-11.90, 8.65, -5.06)
H (-12.15, 9.06, -5.89)
H (-12.71, 8.66, -4.54)
O (-11.12, 12.35, -0.51)
H (-11.73, 12.92, -0.02)
H (-10.90, 12.85, -1.31)
O (-8.66, 14.24, -5.08)
H (-8.75, 13.33, -5.39)
H (-8.77, 14.79, -5.86)
O (-10.50, 9.31, -1.93)
H (-11.25, 9.92, -1.89)
H (-10.74, 8.66, -2.61)

Calculated values
**Total charge**: 0
**Energy relative to the best compared isomer or geometry (same formula, charge and spin)**: 58.70 kcal per mole
**SMILES**: O.O.O.O.O.O.O.O

***

Entry 3:
A structure of composition C13H19N3OS in a non-equilibrium geometry, computed with ωB97M-V with the def2-TZVPD basis set.

CARTESIAN COORDINATES (ANGSTROEM)
C (-1.41, 1.38, -5.15)
N (-0.47, 1.27, -4.10)
C (-0.61, 1.95, -3.05)
N (0.36, 1.89, -1.92)
C (0.35, 2.73, -0.60)
H (-0.47, 3.48, -0.73)
C (-0.60, 1.72, 0.58)
N (0.49, 0.46, 0.59)
C (0.43, -0.22, 1.85)
C (0.54, 0.62, 2.99)
C (0.54, -0.27, 4.18)
C (0.52, -1.58, 4.34)
C (0.33, -2.02, 3.22)
C (0.12, -1.62, 1.87)
H (0.11, -2.11, 1.03)
O (-0.06, -3.54, 3.44)
C (-0.21, -4.19, 2.29)
H (0.61, -4.28, 1.59)
H (-1.05, -4.11, 1.54)
H (-0.37, -5.42, 2.63)
H (0.53, -1.97, 5.30)
H (0.58, 0.36, 5.20)
H (0.63, 1.53, 2.91)
C (0.35, -0.34, -0.57)
H (1.40, -1.25, -0.58)
C (1.15, 0.67, -1.77)
H (1.30, 0.24, -2.51)
H (2.15, 0.86, -1.45)
H (-0.55, -0.64, -0.90)
H (-0.63, 2.26, 1.35)
H (-1.42, 1.30, -0.02)
H (1.31, 2.88, -0.30)
S (-1.93, 2.95, -2.76)
H (0.51, 0.95, -4.11)
H (-2.34, 1.48, -4.71)
H (-1.28, 0.33, -5.90)
H (-0.90, 2.26, -5.75)

Calculated values
**Total charge**: 0
**Energy relative to the best compared isomer or geometry (same formula, charge and spin)**: 317.29 kcal per mole

***

Entry 4:
A structure of composition C10H13ClNO7P2S2Ta in a non-equilibrium geometry, computed with ωB97M-V with the def2-TZVPD basis set.

CARTESIAN COORDINATES (ANGSTROEM)
Ta (-0.85, 0.83, 0.54)
O (-2.21, 1.80, 2.68)
P (-0.70, 1.92, 3.20)
O (-0.47, 1.99, 4.62)
O (-0.17, 0.70, 2.28)
O (-0.11, 3.21, 2.34)
P (-0.08, 3.27, 0.73)
O (0.32, 4.67, 0.30)
O (0.82, 2.17, 0.17)
O (-1.48, 2.70, 0.30)
H (-2.91, 1.98, 3.32)
H (0.07, 5.46, 0.81)
S (0.80, -0.72, -0.60)
C (2.41, -0.36, -0.03)
N (3.41, -0.53, -0.84)
C (4.77, -0.45, -0.26)
C (4.62, 0.17, 1.14)
S (2.85, 0.07, 1.56)
H (3.26, -0.83, -1.79)
H (5.39, 0.18, -0.90)
H (5.21, -1.44, -0.23)
H (4.92, 1.21, 1.17)
H (5.17, -0.38, 1.89)
Cl (-1.86, 0.82, -1.76)
C (-2.23, -0.92, -1.98)
C (-2.42, -1.40, -3.25)
C (-2.73, -2.74, -3.35)
C (-2.83, -3.52, -2.20)
C (-2.62, -2.98, -0.94)
C (-2.31, -1.63, -0.80)
C (-2.12, -0.95, 0.52)
H (-2.33, -0.76, -4.12)
H (-2.89, -3.18, -4.33)
H (-3.08, -4.57, -2.29)
H (-2.71, -3.60, -0.05)
H (-1.82, -1.67, 1.28)
H (-3.09, -0.52, 0.85)

Calculated values
**Total charge**: +2
**Energy relative to the best compared isomer or geometry (same formula, charge and spin)**: 1.42 kcal per mole

***

no.,E (eV)
1,-214323.2680
2,-16639.4649
3,-31129.4274
4,-80718.4598